1:
Entry from the Open Molecules 2025 dataset: a 2-piece molecular cluster, C8H19N2 overall (ωB97M-V/def2-TZVPD).

Each line ends with the natural charge from an NBO analysis.
Atoms and positions in Å:
C  0.269  0.553  0.201  0.228
C  -2.834  -2.353  0.430  0.080
C  3.245  0.372  -0.703  -0.617
C  1.031  2.020  2.064  -0.585
C  -3.087  -0.348  -0.762  -0.445
C  -1.453  -1.850  -1.477  -0.505
C  2.699  0.630  0.660  -0.379
C  1.368  1.401  0.709  -0.317
N  -2.477  -1.662  -0.553  -0.196
N  -0.419  0.583  -0.830  -0.676
H  0.311  -0.459  0.576  0.138
H  -2.226  -3.206  0.722  0.224
H  2.580  -0.377  -1.259  0.202
H  4.199  -0.030  -0.607  0.227
H  3.464  1.392  -1.130  0.217
H  0.143  2.640  2.019  0.215
H  1.804  2.668  2.309  0.229
H  0.788  1.211  2.883  0.210
H  -2.421  0.535  -0.409  0.286
H  -3.141  -0.216  -1.877  0.240
H  -4.092  -0.419  -0.230  0.228
H  -0.851  -2.697  -1.238  0.220
H  -1.673  -1.977  -2.437  0.242
H  -0.791  -0.915  -1.506  0.319
H  2.443  -0.333  1.189  0.193
H  3.596  1.067  1.283  0.234
H  1.436  2.163  -0.012  0.204
H  -3.521  -1.947  1.208  0.231
H  -0.389  1.552  -1.224  0.355

Properties
- HOMO: -13.42 eV
- Total charge: +1
- M: 143.25 g mol⁻¹
- Orbital gap: 0.334 hartree

2:
Entry from the Open Molecules 2025 dataset: an isolated ion of composition C8H19N2 and charge +1 (ωB97M-V/def2-TZVPD).

Each line ends with the natural charge from an NBO analysis.
Atoms and positions in Å:
C  2.013  -0.174  1.526  -0.432
N  1.309  -0.298  0.223  -0.497
C  2.166  -0.873  -0.775  -0.406
C  0.287  0.599  -0.050  0.365
N  -1.148  -0.283  -0.098  -0.257
C  -1.010  -1.328  0.900  -0.418
C  -1.331  -0.914  -1.450  -0.406
C  -2.302  0.608  0.146  -0.425
C  0.353  1.774  -0.955  -0.445
C  0.223  2.008  0.463  -0.421
H  2.786  0.659  1.465  0.212
H  1.248  0.208  2.347  0.212
H  2.300  -1.263  1.803  0.236
H  3.131  -0.811  -0.361  0.224
H  1.796  -1.946  -1.044  0.191
H  1.923  -0.432  -1.784  0.208
H  -1.923  -1.826  1.036  0.224
H  -0.248  -2.095  0.614  0.251
H  -0.837  -0.822  1.907  0.233
H  -1.768  -1.867  -1.260  0.228
H  -2.077  -0.236  -2.063  0.234
H  -0.369  -0.949  -1.947  0.232
H  -2.244  1.517  -0.416  0.228
H  -3.239  0.015  -0.136  0.241
H  -2.227  0.993  1.238  0.238
H  -0.347  1.959  -1.660  0.232
H  1.353  1.921  -1.316  0.243
H  1.005  2.327  1.045  0.242
H  -0.762  2.441  0.788  0.234

Properties
- HOMO: -12.66 eV
- Total charge: +1
- M: 143.25 g mol⁻¹
- Structure (SMILES): CN(C)C1([N+](C)(C)C)CC1
- Orbital gap: 0.375 hartree

Which of them is the least stable? Correct choice: 1.

1:
Entry from the Open Molecules 2025 dataset: a 2-piece molecular cluster, C3H9S2 overall (ωB97M-V/def2-TZVPD).

Each line ends with the natural charge from an NBO analysis.
Atoms and positions in Å:
S  2.055  0.697  1.116  -1.072
H  3.171  0.978  1.798  0.099
C  -1.071  1.749  -0.025  -0.621
C  -1.216  0.316  0.440  -0.540
S  -1.236  -0.875  -0.952  0.105
C  0.345  -1.740  -0.788  -0.744
H  -1.323  2.447  0.784  0.197
H  -1.748  1.980  -0.862  0.182
H  -0.052  1.943  -0.339  0.249
H  -2.146  0.113  0.971  0.193
H  -0.343  0.058  1.080  0.279
H  1.175  -1.038  -0.776  0.264
H  0.371  -2.349  0.117  0.207
H  0.440  -2.412  -1.647  0.202

Properties
- HOMO: -2.86 eV
- Total charge: -1
- M: 109.24 g mol⁻¹
- Orbital gap: 0.230 hartree

2:
Entry from the Open Molecules 2025 dataset: a 2-piece molecular cluster, C3H9S2 overall (ωB97M-V/def2-TZVPD).

Each line ends with the natural charge from an NBO analysis.
Atoms and positions in Å:
C  1.407  -0.789  -1.549  -0.746
S  2.753  -0.181  -0.478  -0.742
H  1.262  -0.033  -2.321  0.173
H  1.726  -1.718  -2.029  0.177
H  0.455  -0.945  -1.026  0.155
C  -2.024  0.692  -0.773  -0.737
S  -2.265  0.256  0.976  0.101
C  -0.554  0.013  1.553  -0.732
H  -1.022  1.007  -1.029  0.241
H  -2.754  1.485  -0.957  0.206
H  -2.329  -0.166  -1.360  0.207
H  -0.261  -1.012  1.328  0.225
H  0.051  0.605  0.857  0.255
H  -0.479  0.348  2.569  0.215

Properties
- HOMO: -2.25 eV
- Total charge: -1
- M: 109.24 g mol⁻¹
- Orbital gap: 0.199 hartree

3:
Entry from the Open Molecules 2025 dataset: a 2-piece molecular cluster, C3H9S2 overall (ωB97M-V/def2-TZVPD).

Each line ends with the natural charge from an NBO analysis.
Atoms and positions in Å:
C  1.227  1.654  -1.479  -0.740
S  2.306  1.034  -0.093  -0.756
H  1.152  0.826  -2.174  0.181
H  0.291  2.075  -1.130  0.170
H  1.777  2.442  -1.991  0.178
C  0.212  -1.057  1.755  -0.755
S  -0.996  -2.048  0.837  0.111
C  -1.717  -0.741  -0.198  -0.738
H  0.472  -1.636  2.640  0.202
H  -0.208  -0.088  2.015  0.214
H  1.055  -0.859  1.082  0.282
H  -2.425  -0.171  0.384  0.200
H  -0.898  -0.194  -0.645  0.244
H  -2.248  -1.235  -1.003  0.207

Properties
- HOMO: -2.30 eV
- Total charge: -1
- M: 109.24 g mol⁻¹
- Orbital gap: 0.206 hartree

Which of them is the least stable? Correct choice: 2.